[1]
{
  "formula": "C9H11O3",
  "method": "ωB97M-V/def2-TZVPD",
  "charge": -1,
  "homo_lumo_gap_ev": 6.91,
  "largest_force_ev_per_a": 1.76,
  "homo_energy_ev": -4.0,
  "multiplicity": 1,
  "de_lowest_ev": 1.073,
  "symbols": ["C", "C", "O", "O", "H", "H", "H", "C", "C", "C", "C", "C", "C", "C", "O", "H", "H", "H", "H", "H", "H", "H", "H"],
  "xyz": [[0.529, -4.148, 0.504], [0.053, -3.484, -0.857], [-0.490, -2.360, -0.650], [0.249, -4.051, -1.938], [1.554, -4.496, 0.434], [-0.181, -4.977, 0.661], [0.321, -3.473, 1.319], [-2.095, 2.917, -1.392], [0.236, 0.529, 0.415], [0.973, 1.400, 1.226], [-0.803, 1.040, -0.350], [-1.066, 2.394, -0.438], [0.775, 2.797, 1.125], [-0.276, 3.231, 0.339], [1.852, 0.819, 2.076], [0.396, -0.544, 0.423], [-1.306, 0.302, -0.967], [1.413, 3.539, 1.584], [2.261, 1.416, 2.704], [-1.625, 3.386, -2.261], [-2.763, 3.652, -0.931], [-0.548, 4.282, 0.240], [-2.740, 2.178, -1.869]],
  "forces_ev_per_a": [[-1.2224, -0.4287, -1.1888], [0.1391, 1.1244, 1.2149], [-0.0885, -0.0966, -0.3330], [0.1445, -0.5276, -0.0170], [0.0860, -0.1442, 0.1773], [0.5223, -0.2147, -0.0540], [0.4202, 0.4002, 0.2165], [-0.3972, 0.5129, -0.4680], [-0.1439, 0.6104, 0.7617], [-0.5195, 0.6782, -0.6138], [0.6230, -0.8440, -0.6158], [-0.0146, -0.6465, 0.2582], [-0.2697, -1.0047, -0.0513], [-0.6528, 0.8309, -0.7867], [0.7154, -0.6070, 0.2923], [0.0159, -0.0185, 0.0200], [-0.2294, 0.1217, 0.0454], [0.0710, -0.1722, 0.4121], [-0.1506, 0.4139, -0.1659], [0.1609, 0.2914, 0.1570], [0.1370, 0.0447, -0.0206], [0.5294, 0.0938, 0.2719], [0.1239, -0.4179, 0.4878]]
}


[2]
{
  "formula": "C4H5N3O",
  "method": "ωB97M-V/def2-TZVPD",
  "homo_lumo_gap_ev": 8.96,
  "largest_force_ev_per_a": 5.02,
  "smiles": "[H]/N=C\\Nc1cocn1",
  "homo_energy_ev": -8.3,
  "multiplicity": 1,
  "de_lowest_ev": 2.598,
  "symbols": ["H", "N", "C", "N", "C", "C", "O", "C", "N", "H", "H", "H", "H"],
  "xyz": [[-1.871, -1.556, 0.366], [-2.630, -0.915, 0.298], [-2.310, 0.268, -0.007], [-1.066, 0.940, -0.192], [0.149, 0.306, -0.151], [1.332, 1.113, 0.116], [2.344, 0.174, 0.252], [1.794, -1.025, -0.103], [0.503, -1.043, -0.292], [-3.199, 1.043, -0.214], [-1.038, 1.992, -0.244], [1.511, 2.234, 0.321], [2.410, -1.953, -0.066]],
  "forces_ev_per_a": [[0.9293, -0.4577, 0.1951], [-0.2448, 0.9627, -0.5019], [-1.6780, 2.6121, -0.6195], [-1.8497, -0.4069, -0.3849], [4.0817, 2.7574, 0.9585], [-2.2388, -1.7838, 0.1844], [-0.3541, -0.5216, -1.3444], [0.1524, -0.2633, 1.1117], [0.0677, 1.9247, 0.0678], [1.9432, -1.6323, 0.6440], [-0.2958, -2.0415, 0.0869], [-0.1734, -2.4175, -0.3401], [-0.3397, 1.2677, -0.0576]]
}


[3]
{
  "formula": "C21H28N2O4",
  "method": "ωB97M-V/def2-TZVPD",
  "homo_lumo_gap_ev": 8.88,
  "largest_force_ev_per_a": 15.82,
  "homo_energy_ev": -8.9,
  "multiplicity": 1,
  "de_lowest_ev": 21.559,
  "symbols": ["O", "C", "N", "C", "H", "C", "O", "C", "C", "H", "H", "H", "H", "H", "H", "H", "C", "H", "C", "H", "C", "H", "C", "H", "C", "H", "C", "C", "H", "C", "N", "C", "O", "C", "C", "C", "C", "C", "C", "C", "O", "H", "H", "H", "H", "H", "H", "H", "H", "H", "H", "H", "H", "H", "H"],
  "xyz": [[1.312, 0.081, 0.433], [2.381, 0.779, 0.563], [3.642, 0.364, 0.532], [4.791, 0.946, 0.680], [4.605, 1.848, 0.801], [5.477, 0.770, -0.551], [5.652, -0.617, -0.781], [4.495, -1.155, -1.220], [3.635, -1.089, 0.093], [2.748, -1.617, 0.035], [4.166, -1.425, 1.015], [4.670, -2.109, -1.449], [3.961, -0.915, -2.036], [6.543, 1.391, -0.457], [4.974, 1.356, -1.536], [5.238, 0.472, 1.639], [2.143, 2.104, 0.957], [2.466, 2.364, 1.993], [0.757, 2.837, 0.780], [0.523, 3.728, 1.489], [0.125, 2.890, -0.687], [0.220, 2.054, -0.976], [-1.315, 3.377, -0.635], [-1.576, 4.183, 0.112], [-2.218, 2.274, -0.525], [-1.982, 1.898, 0.764], [-3.683, 2.228, -0.519], [-4.602, 1.613, 0.171], [-4.449, 1.356, 1.370], [-4.637, -0.004, -0.304], [-3.424, -0.583, -0.237], [-2.929, -1.040, 0.924], [-3.367, -0.711, 2.136], [-1.662, -1.873, 0.735], [-0.732, -2.360, 1.606], [0.425, -2.747, 1.062], [0.541, -3.035, -0.524], [-0.429, -2.455, -0.938], [-1.520, -1.788, -0.613], [-2.779, -1.022, -1.152], [-2.861, -1.084, -2.252], [-0.465, -2.461, -2.037], [1.266, -3.604, -0.742], [1.087, -3.532, 1.687], [-0.909, -2.154, 2.601], [-5.321, -0.592, 0.096], [-4.765, -0.046, -1.411], [-5.525, 1.697, 0.178], [-3.872, 3.515, -0.254], [-4.036, 2.467, -1.539], [-1.892, 1.276, -0.908], [-1.513, 3.582, -1.775], [0.954, 3.736, -1.181], [0.106, 1.903, 1.450], [2.824, 2.785, 0.321]],
  "forces_ev_per_a": [[3.1177, 0.5644, -0.5123], [-4.1405, -2.1366, 0.7049], [-9.5293, -6.6218, -2.4582], [4.3256, -4.7372, 2.6063], [-0.9596, 8.6607, 1.7353], [5.0455, 2.7345, -3.9845], [3.0385, 2.6741, -1.6714], [-1.6292, -0.6435, 6.0132], [3.4104, 1.0168, 0.7395], [-2.1747, 0.0413, 0.0498], [0.2696, -1.1927, -1.1991], [1.0335, -4.2678, -0.4167], [-1.5163, 2.7527, -3.0814], [-2.2143, -2.1406, -0.4358], [0.8172, -1.6892, 2.7351], [0.5038, 0.9491, -1.5465], [0.6625, 7.9177, -0.1357], [-0.0390, -0.6072, -0.5531], [-3.0714, -4.2161, 3.0451], [1.1090, -1.1894, -1.6325], [2.5891, 14.1498, 6.5790], [1.2666, -11.1743, -4.8248], [0.2039, 1.7755, -4.0230], [0.5078, -0.5459, -1.2544], [0.5630, -7.3725, 7.2549], [-0.6923, 0.7346, -3.0756], [3.0539, 12.6300, -5.4947], [2.8829, -11.5142, 8.1608], [0.3982, 1.2604, -2.6986], [-0.0853, 5.7267, -3.9827], [-2.6107, 1.8228, 8.9610], [0.5948, 0.3711, 10.5210], [1.3237, -1.4687, -6.2835], [-4.1475, 3.2651, -1.6011], [0.2622, 0.9613, -0.3889], [3.3309, -6.2002, -1.4033], [1.8679, 0.9894, 13.8496], [-5.4470, 3.3224, -13.9055], [-2.3948, 1.2257, 6.3674], [10.8910, -6.2084, 0.7623], [-3.1850, 0.9440, -13.2143], [0.2489, -0.3910, -0.9406], [5.0904, -3.8050, -2.6585], [-0.9005, 2.6195, -0.9664], [-0.0913, -0.3136, 2.2699], [-3.4126, -2.2238, 2.3612], [-0.8613, 0.5952, 0.4909], [-8.6155, 2.6514, -0.8456], [0.2236, -2.8065, -0.1608], [0.0522, -0.8879, -0.3649], [0.5922, 1.1757, -0.6131], [0.2982, 1.3353, 1.7833], [-2.6722, -2.4744, 0.5989], [1.1246, 2.7510, -2.0452], [-0.3094, -0.7898, 0.7831]]
}


[4]
{
  "formula": "C2H7OSi",
  "method": "ωB97M-V/def2-TZVPD",
  "charge": 1,
  "homo_lumo_gap_ev": [7.43, 7.43],
  "largest_force_ev_per_a": 3.98,
  "homo_energy_ev": [-14.0, -14.0],
  "multiplicity": 1,
  "de_lowest_ev": 3.458,
  "symbols": ["C", "C", "O", "Si", "H", "H", "H", "H", "H", "H", "H"],
  "xyz": [[-0.342, -0.443, 2.016], [0.100, -0.569, -1.601], [0.124, 0.356, 1.154], [0.373, 0.861, -0.475], [0.086, -0.496, 3.045], [-1.112, -1.070, 1.756], [-0.849, -0.617, -2.167], [0.787, -0.452, -2.438], [0.231, -1.477, -1.070], [1.666, 1.374, -0.620], [-1.064, 2.534, 0.399]],
  "forces_ev_per_a": [[2.7009, 2.4874, -0.4652], [-1.2382, 1.2757, -1.3418], [0.1200, -2.0741, 2.8167], [-3.4701, 1.9117, 0.3520], [-0.2240, 0.4940, -0.8007], [-1.9749, -1.5538, -0.7049], [0.0534, 0.0929, 0.7952], [0.6007, -0.1882, 0.2764], [0.3407, -1.0513, 0.3787], [1.3189, 0.6470, 0.2822], [1.7725, -2.0414, -1.5886]]
}


[5]
{
  "formula": "C12H14BF3N6O2W",
  "method": "ωB97M-V/def2-TZVPD",
  "charge": 2,
  "homo_lumo_gap_ev": [4.82, 5.63],
  "largest_force_ev_per_a": 6.39,
  "homo_energy_ev": [-15.4, -15.4],
  "multiplicity": 3,
  "symbols": ["H", "N", "B", "N", "C", "W", "H", "C", "H", "C", "H", "C", "H", "H", "H", "N", "N", "N", "N", "C", "C", "H", "H", "C", "C", "C", "C", "H", "H", "H", "H", "H", "F", "C", "F", "F", "C", "O", "O"],
  "xyz": [[-0.922, -2.927, -0.682], [-0.111, -0.994, -1.042], [1.027, 1.042, -2.075], [0.345, -0.342, -2.187], [0.121, -1.131, -3.248], [0.056, 0.070, 0.730], [0.415, -0.808, -4.242], [-0.481, -2.312, -2.811], [-0.801, -3.147, -3.408], [-0.589, -2.210, -1.420], [1.464, 1.461, -3.107], [0.202, 0.281, 2.939], [-0.506, -0.302, 3.520], [-0.380, 1.062, 2.381], [0.878, 0.871, 3.545], [2.212, 0.856, -1.075], [-0.048, 1.983, -1.447], [1.947, 0.406, 0.225], [-0.578, 1.757, -0.168], [3.533, 1.005, -1.190], [-0.614, 3.088, -1.932], [3.939, 1.341, -2.130], [-0.325, 3.431, -2.902], [4.146, 0.677, 0.019], [-1.523, 3.594, -1.012], [3.134, 0.318, 0.905], [-1.488, 2.753, 0.090], [5.200, 0.703, 0.218], [-2.138, 4.460, -1.126], [3.106, 0.017, 1.940], [-1.993, 2.811, 1.042], [0.908, -0.429, 2.326], [-3.395, -4.308, 3.003], [-3.257, -2.954, 2.953], [-4.500, -2.396, 2.898], [-2.660, -2.544, 4.122], [-2.321, -2.498, 1.715], [-1.506, -3.363, 1.341], [-2.499, -1.321, 1.294]],
  "forces_ev_per_a": [[-0.2137, 0.0976, 0.1427], [0.4222, 0.8619, 0.0434], [0.1257, -0.5385, -0.0059], [0.1197, -0.4746, -0.0586], [-0.1401, -0.0327, 0.6495], [-4.7893, -1.5603, -3.9377], [-0.1374, -0.0521, 0.1857], [0.0458, 0.0481, 0.7869], [0.0648, -0.0376, -0.0486], [0.0808, 0.1509, -1.1599], [-0.3320, -0.0641, 0.1345], [0.6656, -0.3387, 0.7424], [-0.0451, -0.1952, 0.0945], [-0.0518, 0.1040, 0.1879], [0.2824, -0.1492, 0.3094], [-0.0682, -0.3725, 1.3730], [-0.1511, 0.9440, 0.6897], [1.0406, 0.8827, -0.5842], [0.8852, -0.9198, -0.5591], [-0.6788, -0.1018, 0.2745], [0.4775, -1.0979, 0.4614], [0.1854, 0.0250, 0.0253], [-0.0138, 0.2338, -0.3963], [-0.0734, -0.2158, 0.6679], [-0.4092, -0.3092, 1.1721], [-0.1630, 0.4988, -1.6279], [0.3746, 0.3973, -1.0121], [0.1370, -0.0042, 0.0682], [-0.1600, 0.2873, -0.0242], [0.4451, -0.0359, -0.0059], [-0.1578, -0.0495, -0.0926], [-0.0604, 0.3665, 1.7152], [0.2538, 1.9339, -0.0898], [-0.7657, -0.5367, -0.0263], [1.5062, -0.5648, 0.0612], [-0.4233, -0.2385, -1.1419], [0.4503, -2.2644, 0.4684], [-0.5317, 1.6913, 0.4471], [1.8032, 1.6310, 0.0702]]
}